# 1
A cluster of 2 separate species, C5H14 in total, computed with wB97M-V/def2-TZVPD.

ORCA input file:
```
! wB97M-V def2-TZVPD RIJCOSX def2/J DEFGRID3
* xyz 0 1
C -1.05602 1.44060 2.67059
C -1.36363 0.75464 1.28362
C -0.38939 -0.43483 1.33380
H -0.79993 0.63636 3.37307
H -0.11873 1.98789 2.71690
H -1.79626 2.20188 2.93752
H -1.23423 1.52425 0.51685
H -2.36442 0.30284 1.13860
H -0.44832 -0.92710 0.35310
H -0.64348 -1.15802 2.10277
H 0.67227 -0.16554 1.52177
C 0.89784 -1.51947 -2.47564
C 1.41240 -0.04738 -2.48908
H -0.10838 -1.56929 -2.05426
H 0.91216 -1.92227 -3.48032
H 1.55070 -2.23207 -1.96723
H 0.90651 0.73652 -3.02447
H 1.55924 0.39299 -1.51776
H 2.41167 -0.00199 -2.93984
*
```

Properties
SMILES	CCC.CC
energy above the lowest of the compared OMol25 structures with the same formula, charge and spin	17.7	kcal per mole
highest occupied orbital energy	-10.8430	eV
DFT total energy	-198.86101	Ha

Quick look at the natural (NBO) charges, all values in e: -0.617, -0.401, -0.610, 0.203, 0.204, 0.208, 0.203, 0.200, 0.203, 0.205, 0.202, -0.610, -0.618, 0.203, 0.205, 0.209, 0.209, 0.203, 0.200

=====

# 2
A structure of composition C4H6N2O, computed with wB97M-V/def2-TZVPD.

ORCA input file:
```
! wB97M-V def2-TZVPD RIJCOSX def2/J DEFGRID3
* xyz 0 1
N 1.63247 -0.97435 -1.29317
C 1.19242 -0.09425 -0.52989
O 1.73418 0.81734 0.34279
C 0.34955 1.22552 0.78816
C -0.19154 0.14565 -0.07831
C -1.58971 -0.17335 -0.33623
N -0.88131 -0.71938 0.83918
H 2.64460 -1.00838 -1.31009
H -0.31304 0.56222 1.73160
H 0.27245 2.23012 0.30075
H -1.83810 -0.87343 -1.12040
H -2.36866 0.55958 -0.12438
H -0.64332 -1.69728 0.79000
*
```

Properties
energy above the lowest of the compared OMol25 structures with the same formula, charge and spin	116.6	kcal per mole
highest occupied orbital energy	-9.8782	eV
DFT total energy	-340.60905	Ha

Quick look at the natural (NBO) charges, all values in e: -0.679, 0.569, -0.502, -0.138, -0.085, -0.228, -0.588, 0.355, 0.288, 0.196, 0.221, 0.211, 0.381

=====

# 3
A cluster of 2 separate species, C2H6N2O3 in total, computed with wB97M-V/def2-TZVPD.

ORCA input file:
```
! wB97M-V def2-TZVPD RIJCOSX def2/J DEFGRID3
* xyz 0 1
N -0.82897 1.53477 1.11849
C -0.19885 0.40134 1.53178
O -0.19593 -0.05637 2.69281
N 0.89794 0.16838 0.66218
C 1.08419 0.84885 -0.50144
O 0.40424 1.59569 -1.23512
H -1.13112 1.95719 2.02239
H -0.68572 1.84814 0.16150
H 1.26418 -0.75980 0.89825
H 2.22495 0.86789 -0.74116
O -0.99273 -2.66092 -1.80737
H -0.20586 -2.63466 -2.35791
H -1.63632 -3.11051 -2.44440
*
```

Properties
SMILES	NC(=O)NC=O.O
energy above the lowest of the compared OMol25 structures with the same formula, charge and spin	41.0	kcal per mole
highest occupied orbital energy	-10.3623	eV
DFT total energy	-415.03022	Ha

Quick look at the natural (NBO) charges, all values in e: -0.862, 0.772, -0.627, -0.672, 0.544, -0.581, 0.424, 0.438, 0.440, 0.123, -0.933, 0.463, 0.471

=====

# 4
A cluster of 5 separate species, C30H68N2O8 in total, computed with wB97M-V/def2-TZVPD.

ORCA input file:
```
! wB97M-V def2-TZVPD RIJCOSX def2/J DEFGRID3
* xyz 0 1
C -1.80556 28.58366 -10.79198
C -2.57142 28.00933 -11.93811
C -3.01876 26.57963 -11.67059
C -3.91029 28.72585 -12.25698
C -3.82130 30.08580 -13.00022
C -2.91421 29.81796 -14.16486
C -1.55199 29.17662 -13.94214
C -1.02522 28.76375 -15.41242
C -0.49376 30.05487 -13.37176
N -1.84594 27.95444 -13.23997
O -0.65207 27.09555 -13.11193
H -1.96869 29.65261 -10.65474
H -1.98917 28.35235 -9.74275
H -0.76583 28.44669 -11.08916
H -3.41836 25.94860 -12.46445
H -2.14375 25.98539 -11.40725
H -3.65916 26.45515 -10.79738
H -4.54531 28.01578 -12.78673
H -4.43515 28.95962 -11.33071
H -4.65426 30.63634 -13.43746
H -3.24393 30.73499 -12.34196
H -2.79570 30.81735 -14.58349
H -3.47628 29.35986 -14.97870
H -0.01476 28.35504 -15.41779
H -0.91002 29.61094 -16.08854
H -1.75015 28.19853 -15.99816
H 0.45036 29.55455 -13.15637
H -0.76196 30.56722 -12.44781
H -0.23215 30.78413 -14.13847
H -0.35320 26.95350 -14.01310
C 4.36325 20.69970 -12.89991
C 4.84682 21.52269 -11.64538
C 6.23512 20.89305 -11.31546
C 5.11716 23.02807 -11.84587
C 3.80830 23.84970 -11.89866
C 3.14274 23.59266 -10.55172
C 2.83849 22.11125 -10.23365
C 2.50469 22.26562 -8.63721
C 1.52255 21.71468 -10.98279
N 4.01474 21.33018 -10.51162
O 3.83558 20.05196 -10.06407
H 3.44652 21.16926 -13.25659
H 5.00336 21.09407 -13.68911
H 4.33679 19.61016 -12.88288
H 7.02047 21.30378 -11.95000
H 6.50184 21.17576 -10.29711
H 6.06570 19.81660 -11.34084
H 5.73236 23.26217 -10.97706
H 5.82651 23.22013 -12.65088
H 4.04227 24.91002 -11.99393
H 3.12161 23.56350 -12.69531
H 2.23388 24.19362 -10.58213
H 3.76729 23.97550 -9.74458
H 2.00389 21.40082 -8.20198
H 1.80495 23.06588 -8.39628
H 3.43238 22.30842 -8.06655
H 0.95188 20.90522 -10.52758
H 1.66073 21.43078 -12.02606
H 0.85110 22.57299 -11.00657
H 4.21380 20.20295 -9.19473
C 3.75960 27.85891 -18.69888
O 2.56790 27.05999 -18.55800
C 2.93154 25.69730 -18.61708
C 2.91998 25.15876 -17.10741
O 1.59142 24.90451 -16.56255
C 0.72555 23.91815 -17.13114
H 3.50969 28.88984 -18.44820
H 4.05297 27.81047 -19.74754
H 4.68919 27.55901 -18.21513
H 3.88267 25.47296 -19.09992
H 2.16943 25.17972 -19.19967
H 3.29363 25.88099 -16.38155
H 3.52716 24.26607 -16.95729
H -0.06227 23.78696 -16.38937
H 1.06971 22.90995 -17.36179
H 0.15873 24.36307 -17.94899
C 5.46452 17.69846 -4.81462
O 6.54529 18.26019 -5.50059
C 7.19551 19.23536 -4.74451
C 8.25583 19.92191 -5.59620
O 9.35070 19.08661 -5.86143
C 9.21434 18.01973 -6.81819
H 4.65257 18.40498 -4.64240
H 5.86974 17.17558 -3.94831
H 5.04590 16.89216 -5.41690
H 7.71495 18.76719 -3.90839
H 6.41428 19.92183 -4.41812
H 8.51263 20.90312 -5.19699
H 7.85256 20.21578 -6.56528
H 8.62941 17.14242 -6.54200
H 10.20062 17.55920 -6.87534
H 8.82912 18.40020 -7.76420
C -0.39657 16.37266 -10.70474
O 0.05468 15.68324 -11.89086
C 1.19790 16.18714 -12.49062
C 1.55787 15.25071 -13.73931
O 2.14315 15.88644 -14.84749
C 1.08888 16.31738 -15.66245
H -0.85363 17.35391 -10.83264
H 0.43101 16.35333 -9.99563
H -1.23975 15.73723 -10.43385
H 1.91809 16.31331 -11.68223
H 1.16589 17.22332 -12.82739
H 0.92723 14.37256 -13.87807
H 2.47601 14.77430 -13.39558
H 0.56592 15.47073 -16.10718
H 1.47672 16.84985 -16.53087
H 0.35098 16.95775 -15.17921
*
```

Properties
SMILES	CC1(C)CCCC(C)(C)N1O.CC1(C)CCCC(C)(C)N1O.COCCOC.COCCOC.COCCOC
energy above the lowest of the compared OMol25 structures with the same formula, charge and spin	2.0	kcal per mole
highest occupied orbital energy	-7.9679	eV
DFT total energy	-1894.88599	Ha

Atom charges from the Mulliken analysis, given in e for atoms 1 to 99: -1.611, 1.746, -1.965, -1.389, -0.718, -1.446, 1.971, -2.321, -1.833, 0.105, -0.433, 0.321, 0.409, 0.313, 0.436, 0.443, 0.414, 0.484, 0.455, 0.412, 0.271, 0.412, 0.500, 0.747, 0.434, 0.360, 0.333, 0.317, 0.462, 0.369, -1.560, 1.257, -1.932, -1.344, -0.638, -1.333, 1.295, -1.778, -1.553, 0.615, -0.461, 0.376, 0.442, 0.316, 0.372, 0.486, 0.403, 0.441, 0.452, 0.367, 0.310, 0.531, 0.370, 0.409, 0.360, 0.434, 0.347, 0.266, 0.371, 0.375, -0.846, -0.307, -0.512, -0.364, -0.246, -0.868, 0.265, 0.324, 0.355, 0.386, 0.337, 0.220, 0.324, 0.277, 0.336, 0.321, -0.794, -0.245, -0.460, -0.503, -0.387, -0.571, 0.293, 0.328, 0.246, 0.313, 0.454, 0.369, 0.217, 0.224, 0.258, 0.258, -0.730, -0.349, -0.272, -0.536, -0.336, -0.758, 0.270

=====

# 5
A cluster of 20 separate species, C40H120O20 in total, computed with wB97M-V/def2-TZVPD.

ORCA input file:
```
! wB97M-V def2-TZVPD RIJCOSX def2/J DEFGRID3
* xyz 0 1
C -7.60347 3.06888 -4.28292
C -6.26875 2.63657 -3.75452
O -6.32515 1.26180 -3.43382
H -7.88339 2.63292 -5.24193
H -7.56146 4.15388 -4.37836
H -8.41711 2.78222 -3.61667
H -6.03841 3.29845 -2.91968
H -5.56918 2.74037 -4.58393
H -6.45598 0.78847 -4.25872
C -5.27501 1.41008 0.66392
C -5.27708 -0.21097 0.20912
O -4.57163 -0.78393 1.29375
H -5.43406 1.99136 -0.24433
H -4.46610 1.80272 1.28005
H -6.20443 1.59399 1.20286
H -4.70118 -0.27963 -0.71376
H -6.24960 -0.67062 0.03297
H -4.79547 -1.71738 1.30652
C -0.13792 -4.35384 4.46359
C -0.19136 -4.01495 5.93452
O 0.85453 -4.80731 6.61795
H 0.76369 -3.88305 4.07170
H -0.99703 -3.93566 3.93904
H -0.18900 -5.40917 4.19575
H -1.11231 -4.41292 6.36061
H -0.20575 -2.95919 6.20518
H 1.56460 -4.16270 6.66116
C 2.53158 5.32580 -2.88728
C 2.20795 4.62038 -1.51586
O 1.91012 3.21988 -1.63765
H 3.16697 4.60946 -3.40809
H 3.08039 6.23158 -2.62943
H 1.75457 5.43479 -3.64390
H 1.36602 4.95154 -0.90794
H 3.09833 4.59050 -0.88781
H 2.06895 2.75201 -0.81456
C -1.96254 -3.10382 -2.62657
C -0.81293 -2.35171 -3.30966
O 0.46068 -2.82642 -2.84968
H -2.96021 -2.69184 -2.77829
H -1.79155 -3.04396 -1.55172
H -2.08610 -4.10938 -3.02865
H -0.91484 -1.27007 -3.22155
H -0.78136 -2.58683 -4.37353
H 0.93206 -3.16406 -3.61479
C 0.79646 -4.01417 0.09803
C 1.28370 -5.48151 -0.09530
O 2.60126 -5.75007 0.49085
H -0.01575 -3.74445 -0.57700
H 1.68323 -3.38541 0.01802
H 0.32947 -3.87852 1.07355
H 1.52540 -5.76636 -1.11928
H 0.48517 -6.09475 0.32228
H 3.25567 -5.54524 -0.18099
C 4.54877 4.64416 1.33547
C 3.98165 5.82075 2.19263
O 4.97055 6.66483 2.69289
H 5.39067 4.17150 1.84134
H 4.87142 4.89717 0.32552
H 3.79288 3.86092 1.27826
H 3.32204 5.58105 3.02664
H 3.30825 6.48989 1.65702
H 4.53230 7.34390 3.21097
C -6.14807 -3.78801 -3.24708
C -5.90939 -4.27892 -1.82706
O -6.50434 -5.54459 -1.65070
H -7.21583 -3.76138 -3.46447
H -5.77678 -4.38216 -4.08208
H -5.72114 -2.78633 -3.19743
H -6.43793 -3.75067 -1.03351
H -4.85795 -4.37162 -1.55507
H -6.97170 -5.52960 -0.81228
C -1.46452 0.50306 -0.71577
C -0.43092 -0.40651 0.01923
O 0.69750 0.20866 0.56155
H -1.98584 1.14782 -0.00824
H -2.17220 -0.14311 -1.23515
H -1.08153 1.14195 -1.51153
H 0.03296 -1.06435 -0.71572
H -1.12944 -0.89000 0.70217
H 1.16756 -0.49663 1.01232
C 5.59811 1.10805 1.87292
C 6.97609 1.16310 1.29805
O 7.15551 0.14559 0.26087
H 5.17589 0.10527 1.93829
H 4.80997 1.69309 1.39894
H 5.71805 1.44285 2.90327
H 7.72758 0.85917 2.02674
H 7.33006 2.16313 1.04758
H 6.49340 -0.54506 0.33986
C 3.80834 3.07847 4.70101
C 2.98812 3.98783 5.50360
O 1.80456 3.34991 5.87931
H 3.42990 2.85221 3.70417
H 3.79508 2.10389 5.18898
H 4.83667 3.42710 4.60561
H 2.71167 4.87902 4.94016
H 3.56121 4.21716 6.40197
H 1.11062 4.01303 5.89688
C -4.33249 -1.04987 -6.54726
C -3.16173 -1.62360 -7.30991
O -3.29523 -1.42182 -8.67681
H -3.96562 -1.08510 -5.52147
H -5.24288 -1.58370 -6.81991
H -4.66702 -0.06515 -6.87365
H -3.04773 -2.70550 -7.24216
H -2.22517 -1.18195 -6.96945
H -2.48220 -1.68486 -9.11429
C 3.28854 -1.08564 -1.46194
C 4.79829 -1.10293 -1.66747
O 5.26137 -1.95136 -0.59416
H 2.97426 -0.41262 -0.66422
H 2.80232 -2.01990 -1.18112
H 2.71023 -0.70374 -2.30325
H 5.33001 -0.17276 -1.46705
H 5.13122 -1.41959 -2.65590
H 4.81684 -2.78071 -0.78434
C -1.99457 4.05271 -3.51033
C -2.01871 4.88021 -2.22104
O -1.67708 6.25346 -2.50922
H -2.58811 4.56178 -4.26970
H -2.46010 3.07897 -3.35790
H -0.96598 3.88940 -3.83193
H -1.20184 4.44786 -1.64319
H -2.97450 4.82025 -1.70048
H -2.46666 6.78788 -2.62134
C -0.16076 0.65164 -5.51374
C 0.88978 0.76873 -4.42222
O 0.97258 2.17344 -4.24135
H -0.32321 -0.36140 -5.88181
H 0.30900 1.20704 -6.32550
H -1.17837 0.93415 -5.24405
H 1.84990 0.38405 -4.76616
H 0.51808 0.13082 -3.62035
H 1.44689 2.29756 -3.41599
C 6.11937 -2.60884 2.45410
C 7.08784 -2.16864 3.48465
O 8.12200 -3.07081 3.27354
H 5.31498 -1.88137 2.34521
H 5.55680 -3.52491 2.63421
H 6.62574 -2.57310 1.48953
H 6.81824 -2.22865 4.53907
H 7.44307 -1.15631 3.29205
H 8.75525 -2.90132 3.97486
C 2.29794 0.17228 3.75733
C 2.41529 -1.32856 3.46915
O 2.59344 -1.37976 2.08671
H 1.39194 0.58046 3.30940
H 3.19816 0.72345 3.48546
H 2.14059 0.36910 4.81780
H 1.47387 -1.85312 3.63240
H 3.20420 -1.82588 4.03343
H 2.86826 -2.26090 1.82275
C -2.80667 -4.42841 1.01015
C -4.16610 -4.76738 1.53197
O -4.99738 -3.61565 1.41859
H -2.86486 -4.42131 -0.07827
H -2.12244 -5.25745 1.19077
H -2.47672 -3.45299 1.36764
H -4.07772 -5.21155 2.52343
H -4.55371 -5.56881 0.90303
H -5.85935 -3.96649 1.18299
C -2.68841 0.41339 3.53321
C -1.93499 -0.86892 3.85825
O -1.00178 -0.69816 4.91547
H -3.71303 0.34448 3.89859
H -2.61112 0.63707 2.46921
H -2.20707 1.28181 3.98292
H -1.48410 -1.39381 3.01606
H -2.69057 -1.57378 4.20516
H -0.17632 -0.43148 4.50426
C -0.58706 4.01738 1.96890
C 0.88059 3.60982 2.26429
O 1.37790 2.92426 1.06941
H -0.81423 4.58701 1.06779
H -1.06449 4.52880 2.80472
H -1.03002 3.06018 1.69386
H 0.88606 2.87030 3.06502
H 1.30287 4.56543 2.57507
H 1.07989 2.01201 1.04514
*
```

Properties
energy above the lowest of the compared OMol25 structures with the same formula, charge and spin	151.8	kcal per mole
highest occupied orbital energy	-9.6449	eV
DFT total energy	-3100.40075	Ha

Atom charges from the Mulliken analysis, given in e for atoms 1 to 99: -1.255, -0.064, -0.418, 0.341, 0.365, 0.307, 0.284, 0.198, 0.248, -1.089, 0.013, -0.282, 0.172, 0.235, 0.442, -0.061, 0.456, 0.254, -0.087, -0.543, -0.535, -0.180, -0.009, 0.479, 0.347, 0.228, 0.311, -1.399, 0.874, -0.275, 0.330, 0.379, 0.311, 0.190, -0.563, -0.022, -0.758, -0.065, -0.402, 0.192, -0.344, 0.516, -0.436, 0.889, 0.268, 1.590, -0.728, -0.549, -0.459, -0.535, -0.235, 0.318, 0.280, 0.303, -0.356, -0.120, -0.580, 0.292, 0.617, -0.382, -0.312, 0.477, 0.321, -1.138, 0.354, -0.565, 0.359, 0.325, 0.216, 0.096, 0.030, 0.331, -1.263, 0.800, 0.389, 0.173, 0.196, 0.178, -0.096, -0.382, -0.672, 0.592, -0.478, -0.585, -0.758, -0.022, 0.292, 0.226, 0.406, 0.218, -0.474, -0.468, -0.529, -0.168, 0.478, 0.420, 0.273, 0.319, 0.320

=====

# 6
An isolated molecule of C2H4N2O2, computed with wB97M-V/def2-TZVPD.

ORCA input file:
```
! wB97M-V def2-TZVPD RIJCOSX def2/J DEFGRID3
* xyz 0 1
N 1.80096 0.07143 -0.15060
C 0.56954 -0.42374 0.23776
O 0.42664 -1.37093 0.97267
N -0.49318 0.38494 -0.21658
C -1.82072 0.02696 0.00794
O -2.25040 -1.09068 -0.05918
H 2.53931 -0.51246 0.21307
H 1.92125 0.35559 -1.11391
H -0.29920 1.37550 -0.20799
H -2.43992 0.90868 0.25427
*
```

Properties
SMILES	NC(=O)NC=O
energy above the lowest of the compared OMol25 structures with the same formula, charge and spin	13.8	kcal per mole
highest occupied orbital energy	-10.2291	eV
DFT total energy	-338.63116	Ha

Quick look at the natural (NBO) charges, all values in e: -0.849, 0.783, -0.572, -0.697, 0.546, -0.514, 0.402, 0.394, 0.402, 0.106

=====

Which of these has the lowest DFT total energy? C40H120O20